Here is 2 unconnected molecules or ions with the total composition C4H9N at a distorted geometry from OMol25. Energies are from wB97M-V/def2-TZVPD.

Geometry (Å):
C (0.677997, -0.391054, -1.233615)
C (0.579156, 0.568394, -0.034252)
C (1.480229, 0.503686, 1.079209)
C (-1.751968, -0.046586, 0.293368)
N (-0.792066, 1.039464, 0.215092)
H (-0.171026, -1.077240, -1.276359)
H (0.601524, 0.191161, -2.168474)
H (1.609331, -0.956871, -1.225585)
H (2.485378, 0.984598, 1.091763)
H (1.672496, -0.904716, 1.352362)
H (-2.677902, 0.387594, 0.656943)
H (-1.958744, -0.386042, -0.721766)
H (-1.376451, -0.934166, 0.815220)
H (-0.377953, 1.021778, 1.156099)

Cartesian forces, eV/Å:
-0.107 1.017 0.027
0.700 -1.561 -2.580
0.513 -2.621 1.413
-0.211 0.020 -1.357
1.863 -0.401 1.189
0.046 -0.335 0.051
0.162 -0.147 -0.025
-0.082 0.113 0.035
-0.670 -0.579 -0.232
-0.041 3.281 -0.714
-0.227 -0.401 0.493
-0.297 -0.125 -0.174
-0.253 0.135 0.479
-1.399 1.605 1.394

The calculation puts the gap between HOMO and LUMO (spin up / spin down) at 5.7 / 5.9 eV. Its expectation value of S² is 0.76. Its spin multiplicity is 2. As for the energy above the lowest of the compared OMol25 structures with the same formula, charge and spin: 3.212 eV. Its net charge is -1. The LUMO energy (spin up / spin down) comes out at 4.410 / 4.379 eV.

Here are the Mulliken charges for atoms 1 to 8, given in e: -1.010, -0.269, -0.705, -0.942, -0.621, 0.353, 0.209, 0.340